{"formula": "C17H30Br4Fe2O11", "method": "ωB97M-V/def2-TZVPD", "multiplicity": 9, "charge": 0, "e_tot_ev": -389576.0195, "species": ["Br", "Br", "Br", "Br", "Fe", "Fe", "O", "O", "O", "O", "O", "O", "O", "O", "O", "O", "O", "C", "C", "C", "C", "C", "C", "C", "C", "C", "C", "C", "C", "C", "C", "C", "C", "C", "H", "H", "H", "H", "H", "H", "H", "H", "H", "H", "H", "H", "H", "H", "H", "H", "H", "H", "H", "H", "H", "H", "H", "H", "H", "H", "H", "H", "H", "H"], "positions_angstrom": [[5.70935, -7.73688, -0.64065], [14.64922, -5.86407, -2.54986], [7.60137, -6.45748, -3.49888], [11.26590, -4.99805, -2.77303], [13.19763, -9.17273, 2.91896], [10.07277, -7.63000, 2.86431], [14.49851, -10.69373, 2.02591], [13.13678, -11.01743, -3.77211], [12.33528, -12.94892, -2.94648], [10.22883, -8.24826, 0.80492], [7.07189, -9.72488, 4.51577], [10.94846, -9.47139, 2.24955], [11.76639, -6.64385, 5.95770], [10.04912, -7.53604, 5.25342], [12.37490, -8.83654, 0.98228], [8.11584, -8.45910, 2.89251], [11.77618, -7.97653, 4.34537], [13.24944, -11.77453, -6.09707], [7.16521, -9.83671, 6.87580], [15.29027, -10.61709, 1.10694], [11.28266, -7.75083, 5.53351], [7.35697, -9.34176, 3.24444], [13.24379, -6.65370, -1.34187], [12.13370, -5.65611, -1.07930], [6.55043, -10.10659, 2.23859], [12.42764, -11.73955, -2.95515], [11.10555, -9.10600, 1.05039], [13.94234, -11.54426, -4.78824], [11.80865, -10.85913, -1.89513], [8.20903, -6.94497, -1.67893], [7.42831, -8.21268, -1.27501], [7.62621, -9.09099, 5.64898], [15.73509, -9.25750, 0.54784], [15.74207, -11.90113, 0.36984], [7.99396, -8.58846, -0.42210], [6.24491, -11.06141, 2.66849], [14.72079, -10.79986, -4.98440], [15.11629, -8.51216, 1.04411], [7.19849, -10.33200, 1.39415], [11.05082, -11.43296, -1.36370], [15.47920, -12.78500, 0.94782], [7.34763, -9.16730, 7.71845], [16.79955, -11.90232, 0.11228], [9.27985, -7.14195, -1.67638], [7.48199, -8.02085, 5.78785], [8.07279, -6.10428, -1.00200], [11.47084, -9.85721, -2.16051], [12.83546, -7.52158, -1.85505], [11.37532, -6.14833, -0.46989], [16.76675, -8.93562, 0.68667], [6.10692, -10.09987, 6.82493], [8.70270, -9.26397, 5.63147], [15.58536, -9.44875, -0.51600], [13.96757, -11.76814, -6.91485], [13.74280, -7.01332, -0.44912], [7.34607, -8.93257, -2.08446], [12.53664, -10.57689, -1.12879], [12.45266, -4.77738, -0.52244], [12.84803, -12.78626, -5.99883], [7.65282, -10.76139, 7.18707], [5.60435, -9.61667, 2.01418], [14.65138, -12.34584, -4.56846], [12.38852, -11.13290, -6.27757], [15.13798, -11.92871, -0.53941]], "forces_ev_per_a": [[-0.9521, 0.0281, 0.1921], [-0.5533, -0.5607, 0.7638], [0.4209, 0.1851, 0.5839], [0.4230, -0.5169, 1.1708], [-3.3854, 0.3810, -0.2849], [0.2184, -2.0550, 2.4241], [-0.6913, 0.3745, 0.9967], [0.7402, 1.0622, -0.5140], [0.2155, 0.6755, -0.3780], [-2.5394, 1.7727, -4.6481], [-0.4190, 0.5491, -2.5252], [-1.2719, -5.4829, 4.1255], [2.8558, -2.4524, 4.5914], [-5.5642, -3.1538, 0.7482], [3.4196, -0.5652, -4.1439], [0.2761, 0.3529, 0.5520], [5.6183, -5.6267, -6.3119], [-0.8311, -1.5463, 0.3663], [-0.8512, 0.0940, 0.9099], [1.5331, -0.1022, -0.9439], [-1.5300, 11.1468, -3.3692], [-0.8999, -0.3283, 1.1233], [0.0071, 0.4504, -1.0455], [-0.0170, 0.1622, -0.1483], [0.1113, -1.0732, 0.6989], [-0.8133, -1.0588, 1.5633], [2.6020, 5.2716, 6.3314], [2.3630, 1.0033, -1.4803], [-0.1166, 0.0936, 0.9250], [-0.3974, -0.7215, -0.5855], [1.6234, 1.0508, 0.4168], [2.0450, -1.0930, 1.4538], [-0.4164, -1.3412, 0.4916], [-0.6613, 0.8471, 0.7346], [-0.2047, -0.4342, -0.0248], [0.1398, -0.0125, 0.1183], [-0.4495, 0.7541, 0.3188], [-0.2534, 0.2173, -0.6624], [-0.3571, 0.3989, -0.3056], [-0.1753, 0.1548, -0.1855], [0.0675, 0.1187, 0.1034], [-0.3251, 0.0360, 0.0908], [-0.0538, 0.1775, -0.0278], [-0.0461, -0.1539, -0.4766], [-0.3990, -0.0305, -0.7866], [-0.4228, -0.0332, -0.1640], [-0.3383, -0.3164, -0.7179], [0.1882, 0.0598, -0.1789], [-0.2074, -0.1151, -0.2929], [0.1738, -0.6270, 0.1359], [-0.1445, 0.3491, 0.1072], [-0.0213, 0.6081, -0.4018], [-0.2226, 0.9692, -0.1860], [-0.1213, 0.1500, -0.0324], [-0.0302, 0.3140, 0.1436], [0.0232, 0.0662, 0.1089], [0.4307, -0.4424, -0.0542], [0.1603, 0.0693, -0.3326], [-0.2236, -0.0536, -0.5604], [0.4490, -0.0423, -0.7707], [0.3486, 0.4032, -0.3780], [-0.9956, -0.7571, 0.8320], [0.3256, 0.3550, -0.0185], [0.1228, -0.0059, -0.1866]], "lowdin_spin": [0.00, 0.00, 0.00, 0.00, 3.78, 3.74, 0.03, 0.00, 0.00, 0.06, 0.00, 0.09, 0.04, 0.04, 0.07, 0.03, 0.09, 0.00, 0.00, 0.01, 0.00, 0.01, 0.00, 0.00, 0.00, 0.00, 0.02, 0.00, 0.00, 0.00, 0.00, 0.00, 0.00, 0.00, 0.00, 0.00, 0.00, 0.00, 0.00, 0.00, 0.00, 0.00, 0.00, 0.00, 0.00, 0.00, 0.00, 0.00, 0.00, 0.00, 0.00, 0.00, 0.00, 0.00, 0.00, 0.00, 0.00, 0.00, 0.00, 0.00, 0.00, 0.00, 0.00, 0.00]}